ORCA calculation (ωB97M-V/def2-TZVPD) on a 2-piece molecular cluster, C10H22Si overall at a distorted geometry.

Each line ends with the Löwdin charge.
Cartesian coordinates (Å):
1 C 0.20 -3.37 -0.59  -0.21
2 C 0.93 -2.12 -0.24  -0.29
3 C -3.14 1.50 0.92  -0.13
4 C 3.23 1.33 -1.65  -0.18
5 C -2.47 -1.62 -0.45  -0.03
6 C 1.42 0.66 1.68  -0.17
7 C -2.00 0.56 0.74  -0.31
8 C 3.00 1.00 -0.22  -0.34
9 C -2.57 -0.85 0.69  -0.14
10 C 1.50 0.96 0.22  -0.49
11 Si 0.69 -0.43 -0.90  0.84
12 H -0.84 -3.24 -0.53  0.00
13 H 0.49 -4.17 0.10  0.08
14 H 1.45 -2.11 0.71  0.02
15 H -3.69 1.24 1.83  0.08
16 H -3.81 1.54 0.02  0.10
17 H -2.78 2.45 1.27  0.07
18 H 2.69 2.34 -2.04  0.12
19 H 2.84 0.65 -2.44  0.05
20 H 4.32 1.44 -1.78  0.07
21 H -2.97 -2.57 -0.47  0.05
22 H 0.47 -3.80 -1.47  0.03
23 H -1.88 -1.35 -1.28  0.01
24 H 1.40 1.55 2.43  0.12
25 H 0.63 0.04 1.95  0.01
26 H 2.29 0.05 1.95  0.08
27 H -1.32 0.81 -0.15  0.08
28 H -1.35 0.74 1.56  0.08
29 H 3.32 0.01 -0.26  0.07
30 H 3.52 1.74 0.44  0.13
31 H -3.36 -1.12 1.39  0.10
32 H 1.05 1.97 0.06  0.11
33 H 0.38 0.33 -2.19  -0.02

Properties
ΔE to the lowest compared entry with this formula, charge and spin in eV: 3.536
Maximum force in eV/A: 4.5
Multiplicity: 1
LUMO energy in eV: 0.7
E in hartree: -683.52602